Formula: C34H57N4OP2Tc
Source: the Open Molecules 2025 dataset
Level of theory: ωB97M-V/def2-TZVPD

Each line ends with the Löwdin charge.
Positions of all 99 atoms, in Å:
C: 2.27676 -1.20414 -1.68981  -0.303
C: 1.62912 0.83848 -2.72898  -0.316
C: 3.17272 -1.49080 -2.72863  0.032
C: 2.35906 0.43733 -3.88210  0.033
C: 3.17789 -0.67785 -3.86091  0.013
H: 3.81170 -2.35162 -2.60417  0.137
H: 2.20564 1.02402 -4.79199  0.140
H: 3.76299 -0.99925 -4.73084  0.145
N: 1.52632 -0.09380 -1.68906  -0.072
P: 0.36454 -2.18594 0.18146  1.099
P: 0.42912 2.50159 -0.84531  1.096
C: 2.10717 -2.15439 -0.50430  -0.245
H: 2.39838 -3.16809 -0.83569  0.104
H: 2.77504 -1.83823 0.32460  0.099
C: 1.13076 2.14257 -2.48343  -0.166
H: 0.91764 2.71133 -3.42997  0.129
C: -1.38872 3.30829 -0.63444  -0.607
C: 1.87165 3.78979 -0.61606  -0.624
C: -0.53644 -3.45938 -0.95254  -0.633
C: 0.70203 -3.05543 1.83743  -0.648
C: -2.48950 2.38634 -0.08956  -0.108
H: -2.34228 2.14896 0.96783  0.059
H: -3.44207 2.93666 -0.16277  0.117
H: -2.60552 1.45256 -0.64292  0.022
C: -1.39892 4.47855 0.35720  -0.077
H: -1.00565 4.16639 1.33549  0.079
H: -0.86895 5.36652 -0.00189  0.091
H: -2.44674 4.77382 0.53716  0.114
C: -1.76500 3.69338 -2.05986  -0.086
H: -2.63664 4.36920 -2.04128  0.123
H: -0.96394 4.18922 -2.61917  0.073
H: -2.02714 2.77707 -2.60309  0.048
C: 1.88472 4.38412 0.79264  -0.078
H: 2.19572 3.63501 1.53855  0.085
H: 2.61793 5.20808 0.77369  0.110
H: 0.92114 4.81408 1.10415  0.059
C: 3.23399 3.08424 -0.87234  -0.063
H: 3.22020 2.05529 -0.49904  0.055
H: 3.49701 3.08699 -1.93654  0.091
H: 4.04379 3.58154 -0.31795  0.114
C: 1.67322 4.90033 -1.67908  -0.063
H: 2.05346 4.55708 -2.65983  0.087
H: 0.61487 5.20126 -1.78778  0.069
H: 2.21472 5.82820 -1.37920  0.121
C: -0.58367 -3.65072 2.43444  -0.066
H: -0.36228 -3.90513 3.48322  0.111
H: -1.40577 -2.92307 2.44729  0.056
H: -0.90899 -4.57387 1.93931  0.080
C: 1.24418 -2.03582 2.84922  -0.085
H: 2.12277 -1.49747 2.47960  0.061
H: 0.47746 -1.31723 3.15977  0.074
H: 1.56056 -2.60785 3.73438  0.113
C: 1.79376 -4.14035 1.71224  -0.064
H: 2.77138 -3.70850 1.44620  0.089
H: 1.89717 -4.59912 2.70469  0.113
H: 1.54806 -4.93779 1.00115  0.066
C: -0.24946 -3.05470 -2.40543  -0.094
H: 0.76666 -3.33671 -2.71303  0.091
H: -0.95431 -3.58292 -3.06546  0.107
H: -0.39520 -1.97842 -2.55577  0.042
C: -2.04827 -3.38997 -0.70441  -0.098
H: -2.44696 -2.39779 -0.93605  0.019
H: -2.54192 -4.11116 -1.37875  0.113
H: -2.31764 -3.66823 0.32307  0.079
C: -0.08526 -4.91924 -0.76861  -0.065
H: 0.99638 -5.04758 -0.91434  0.085
H: -0.39575 -5.35818 0.19005  0.082
H: -0.58064 -5.51470 -1.55406  0.116
Tc: 0.15778 0.24752 -0.14820  1.144
C: 1.62107 0.53450 0.96045  -0.314
O: 2.60540 0.71497 1.58604  0.160
N: -2.30325 -0.40929 -1.73843  0.149
C: -2.91883 -0.50341 -2.74737  -0.027
C: -3.05581 -0.09874 -4.23022  -0.584
C: -2.13237 1.05371 -4.60904  -0.037
C: -2.56009 -1.31094 -4.99274  -0.051
C: -4.49495 0.24271 -4.59866  -0.034
H: -2.40664 1.99786 -4.14535  0.062
H: -1.08598 0.87293 -4.34570  0.076
H: -2.25360 1.16440 -5.68849  0.115
H: -3.01378 -2.25212 -4.63555  0.105
H: -2.76610 -1.20374 -6.06194  0.111
H: -1.47841 -1.38688 -4.81146  0.082
H: -4.58671 0.37885 -5.69108  0.109
H: -5.17204 -0.57005 -4.29001  0.104
H: -4.82637 1.19990 -4.14273  0.104
N: -3.66932 0.53268 4.78352  0.191
C: -2.74801 0.36559 3.81850  -0.271
C: -2.92562 -0.58935 2.78179  0.035
C: -2.00232 -0.63399 1.75224  -0.164
N: -0.94858 0.23220 1.66146  -0.177
C: -0.77465 1.15030 2.66400  -0.131
C: -1.61737 1.20649 3.75836  0.026
H: -4.49575 -0.04119 4.85902  0.136
H: -3.51267 1.22557 5.52017  0.144
H: -3.79882 -1.23388 2.75474  0.136
H: -2.11503 -1.34541 0.92697  0.065
H: 0.03079 1.88521 2.54919  0.116
H: -1.46025 1.95675 4.53855  0.139

Calculated values
**E**: -2386.55278 hartree
**Net charge**: +3
**Kohn-Sham gap (spin up / spin down)**: 7.648 / 5.071 eV
**<S²>**: 3.808
**Energy relative to the best compared isomer or geometry (same formula, charge and spin)**: 54.7 kcal per mole
**HOMO (spin up / spin down)**: -16.505 / -16.880 eV
**2S+1**: 4
**Strongest force on any atom**: 6.20 eV/A
**LUMO energy (spin up / spin down)**: -8.86 / -11.81 eV